# 1
# CHN2P

CHN2P in the gas phase in a non-equilibrium geometry (wB97M-V/def2-TZVPD, OMol25).

Atoms and positions in Å:
N: 2.04 -0.30 -0.91
C: 1.13 0.27 -0.53
P: -0.78 0.01 0.20
N: -2.02 -0.79 -0.08
H: -0.37 0.81 1.32

Results
Structure (SMILES): N#C[PH]#N
LUMO energy: -0.0620 hartree
Orbital gap: 9.4 eV

# 2
# C3H7Cl2P

2 unconnected molecules or ions with the total composition C3H7Cl2P in a non-equilibrium geometry (wB97M-V/def2-TZVPD, OMol25).

Atoms and positions in Å:
H: -0.18 -0.91 2.50
P: 0.84 -0.21 1.70
C: -0.05 0.31 0.33
C: -1.54 0.27 0.15
C: 0.48 1.07 -0.84
Cl: 2.21 1.53 -0.73
H: -1.95 1.32 0.15
H: -1.78 -0.15 -0.80
H: -1.90 -0.37 0.99
H: 0.26 0.37 -1.80
H: -0.02 2.07 -1.07
Cl: 1.93 -2.26 -0.80
H: 1.70 -3.04 0.21

Results
Structure (SMILES): [H]/P=C(\C)CCl.Cl
LUMO energy: 0.0006 hartree
Orbital gap: 9.1 eV

# 3
# CN3O5S

A molecular structure, CN3O5S in a non-equilibrium geometry (wB97M-V/def2-TZVPD, OMol25).

Atoms and positions in Å:
C: 2.54 0.02 0.30
N: 3.39 -0.51 0.86
N: -2.71 0.64 1.09
N: -2.57 -0.15 0.29
O: -2.68 -0.96 -0.49
O: -0.16 -0.32 0.84
O: -0.41 1.28 -0.95
O: 0.61 -0.96 -1.30
O: 1.75 0.85 -0.19
S: 0.24 0.11 -0.44

Results
LUMO energy: 0.1379 hartree
Charge: -1
Orbital gap: 10.2 eV

Q: Number 2 is which compound?
A: C3H7Cl2P

Q: orbital gap of number 2 (C3H7Cl2P)?
A: 9.1 eV

Q: Number 1 is which compound?
A: CHN2P